(1)
Here is a 3-piece molecular cluster, C33H45ClF13N5O4PS2 overall at a distorted geometry from the Open Molecules 2025 dataset. Energies are from ωB97M-V with the def2-TZVPD basis set.

```
104
Properties=species:S:1:pos:R:3:forces:R:3:mulliken_charge:R:1
C -0.2864 -2.8227 2.6187 -0.07 -0.22 -0.28 -0.47
C 0.4686 -3.3442 1.6511 -0.37 0.36 0.72 -0.47
N 0.1055 -3.0765 0.2900 0.90 0.59 -0.07 0.04
C 0.8381 -2.4058 -0.5741 0.07 0.05 -0.28 -0.29
N 0.4692 -2.2897 -1.8859 -0.11 0.10 0.37 -0.33
C 1.3364 -1.2668 -2.5182 1.55 -0.77 0.09 1.07
C 1.6324 -1.6129 -3.9842 -0.56 0.38 -0.46 -0.65
C 0.7769 -0.9505 -5.0800 0.20 -0.28 -0.06 -1.19
C 1.3703 0.3621 -5.5715 0.14 -0.35 -0.14 -0.43
O 0.6272 0.8569 -6.6831 0.08 0.33 0.23 -0.42
C -0.3660 1.7430 -6.3069 -0.44 -0.25 -0.05 0.76
C 0.0980 3.1571 -6.1528 0.19 0.02 0.24 -1.07
O -1.4849 1.3604 -6.1187 0.27 0.09 -0.02 -0.47
C 0.8700 0.1615 -2.2021 -0.76 0.03 0.07 -1.57
C -0.5517 0.6354 -2.5971 0.56 0.34 0.26 -1.00
C -1.7357 -0.1971 -2.1590 -0.18 -0.19 -0.62 1.16
F -1.5927 -0.7220 -0.9171 -0.04 0.11 -0.05 -0.01
F -1.9091 -1.2472 -3.0240 0.11 0.04 0.23 -0.40
C -3.0820 0.5871 -2.2548 0.20 -0.18 0.03 0.12
F -4.1012 -0.2893 -2.2131 0.05 -0.04 0.19 -0.33
F -3.0925 1.1614 -3.4692 -0.09 0.02 -0.01 -0.24
C -3.2908 1.7089 -1.1716 -0.04 0.30 -0.44 0.76
F -3.1571 2.8921 -1.8062 0.01 0.02 -0.04 -0.34
F -2.3351 1.6845 -0.2280 -0.01 -0.18 0.14 0.00
C -4.7131 1.7750 -0.5249 0.24 0.20 0.39 0.19
F -4.8113 2.9835 0.0261 0.09 0.26 0.23 -0.27
F -5.6325 1.6938 -1.4662 -0.28 -0.20 -0.38 -0.24
S -5.0864 0.5457 0.8726 -0.33 -0.18 -0.25 1.42
F -4.1263 1.3750 1.8213 0.09 0.00 0.13 -0.29
F -3.8657 -0.3807 0.4448 0.12 -0.02 0.12 -0.29
F -6.0330 -0.3103 -0.0571 0.04 -0.03 0.05 -0.32
F -6.3195 1.4363 1.2995 0.05 -0.02 0.07 -0.32
F -5.3811 -0.4323 2.0687 -0.01 0.05 -0.07 -0.33
C 2.6527 -1.5342 -1.6524 -0.04 0.10 -0.48 1.38
C 3.6614 -0.3908 -1.7508 -0.08 0.21 0.18 -0.40
S 5.4351 -0.7217 -1.5288 0.04 0.08 0.17 -0.20
C 6.1289 -0.1749 -3.1141 -0.08 0.06 -0.43 -0.08
C 7.0096 -1.2393 -3.7846 -0.11 0.03 -0.21 -1.15
P 3.2534 -3.3117 -2.0277 -0.18 -0.21 0.04 -0.13
O 4.2670 -3.0554 -3.2655 0.18 0.11 0.01 -0.35
Cl 4.4844 -3.6756 -0.4084 -0.07 0.11 0.03 -0.23
N 2.0101 -1.7866 -0.3328 -0.26 0.34 0.14 0.69
C 2.2962 -1.0692 0.8981 -0.21 -0.47 0.92 -1.58
O 1.1353 -0.3749 1.2658 0.10 0.24 -0.46 0.07
C 1.3967 0.6410 2.2370 0.00 0.34 0.44 -0.61
C 1.9269 1.9358 1.6296 -0.24 0.03 -0.37 0.07
C 0.8251 2.9192 1.2302 0.24 0.19 -0.22 -0.79
H -0.8894 -1.9444 2.4114 -0.58 -0.48 -0.24 0.18
H -0.3754 -3.2532 3.6091 0.75 0.40 0.24 0.36
H 1.3912 -3.8819 1.8334 -0.38 -0.72 -0.23 0.35
H -0.7694 -3.4464 -0.0479 -0.17 0.22 0.08 0.35
H 0.3707 -3.1705 -2.3720 -0.33 0.10 -0.17 0.60
H 1.5440 -2.6911 -4.1316 0.06 -0.06 0.22 0.54
H 2.6758 -1.3837 -4.2145 0.04 0.04 0.16 0.16
H -0.2707 -0.8614 -4.8057 -0.02 0.07 0.02 0.21
H 0.8022 -1.6139 -5.9462 -0.10 0.00 -0.02 0.60
H 2.3804 0.1624 -5.9364 0.01 0.07 -0.04 0.33
H 1.4705 1.1180 -4.7866 -0.15 0.08 0.00 0.28
H 0.6339 3.2269 -5.2007 0.03 0.03 -0.01 0.24
H 0.8111 3.4248 -6.9277 -0.10 0.05 -0.11 0.38
H -0.7455 3.8367 -6.1004 -0.04 0.00 -0.13 0.37
H 0.9727 0.3361 -1.1292 -0.02 -0.14 0.06 0.28
H 1.5528 0.8648 -2.6765 0.05 -0.06 -0.03 0.57
H -0.6723 1.6206 -2.1376 0.04 -0.01 0.06 0.90
H -0.6092 0.8253 -3.6655 -0.33 -0.21 -0.01 -0.35
H 3.5327 0.0535 -2.7372 0.15 -0.08 -0.06 0.18
H 3.4057 0.4051 -1.0507 -0.21 -0.03 -0.04 -0.32
H 5.2959 0.0686 -3.7743 -0.07 -0.01 0.08 0.06
H 6.6687 0.7599 -2.9750 0.07 -0.07 0.19 0.62
H 7.1160 -2.1247 -3.1622 0.14 0.04 0.08 0.30
H 6.5553 -1.5637 -4.7212 -0.02 -0.05 0.02 0.26
H 7.9916 -0.8457 -4.0383 0.06 -0.03 0.14 0.35
H 4.5661 -3.8931 -3.6425 0.01 0.03 -0.10 0.33
H 3.1524 -0.4041 0.7911 0.06 -0.09 -0.39 0.81
H 2.5431 -1.7805 1.6929 0.10 -0.04 -0.04 0.14
H 0.4543 0.8445 2.7363 -0.11 -0.10 0.04 0.18
H 2.0718 0.2705 3.0154 0.07 -0.21 -0.12 0.37
H 2.4891 1.6891 0.7218 0.24 0.04 0.12 -0.20
H 2.6189 2.4304 2.3106 0.01 -0.13 0.11 0.56
H 0.3779 2.6540 0.2704 -0.19 -0.14 0.09 -0.10
H 1.2533 3.9134 1.0932 -0.05 0.02 0.02 0.44
H 0.0447 2.9949 1.9861 -0.02 -0.06 0.03 0.20
N -1.9462 -2.9301 6.0929 -0.01 0.05 -0.12 -0.53
C -1.9832 -1.6268 6.3692 0.09 -0.02 -0.02 -0.27
C -3.1556 -0.9211 6.5924 -0.03 -0.01 0.00 -0.24
C -4.3589 -1.6052 6.5239 -0.02 0.01 -0.01 -0.36
C -4.3385 -2.9608 6.2374 0.01 0.03 0.00 -0.36
C -3.1113 -3.5731 6.0316 0.04 -0.03 0.00 -0.28
H -1.0219 -1.1260 6.4137 -0.02 0.04 0.01 0.45
H -3.1221 0.1368 6.8155 0.02 0.00 0.00 0.45
H -5.2965 -1.0915 6.6928 0.00 0.00 0.01 0.41
H -5.2529 -3.5342 6.1752 0.00 -0.02 0.00 0.39
H -3.0543 -4.6328 5.8083 -0.04 0.00 0.01 0.37
N -0.4895 2.0058 4.7919 -0.01 0.03 0.01 -0.08
C 0.0034 2.8142 5.7299 0.05 -0.03 -0.02 -0.40
C -0.7811 3.6379 6.5224 -0.02 -0.01 -0.01 -0.48
C -2.1534 3.6258 6.3304 -0.02 0.00 0.01 -0.31
C -2.6823 2.7913 5.3584 0.01 0.02 0.03 -0.74
C -1.8108 2.0047 4.6222 0.03 -0.03 -0.03 -0.38
H 1.0812 2.7978 5.8495 0.00 0.02 0.03 0.40
H -0.3256 4.2720 7.2700 0.02 0.00 0.00 0.41
H -2.7993 4.2556 6.9280 0.00 0.00 0.00 0.41
H -3.7470 2.7491 5.1731 0.00 -0.01 -0.02 0.47
H -2.1865 1.3362 3.8569 -0.08 -0.03 -0.05 0.71
```
Forces are in eV/Å.

Net charge: +1
Lowest unoccupied orbital energy: -0.0873 Ha
Spin multiplicity: 1



(2)
Here is a 2-piece molecular cluster, C2H11N5O3S overall at a distorted geometry from the Open Molecules 2025 dataset. Energies are from ωB97M-V with the def2-TZVPD basis set.

```
22
Properties=species:S:1:pos:R:3:forces:R:3:mulliken_charge:R:1
C 1.6113 -0.9305 -0.1117 1.10 0.68 -0.65 0.63
C 1.9013 1.1206 1.0544 -1.56 2.89 -2.48 -0.95
N -1.5667 0.0186 1.8012 -1.86 0.91 2.90 -0.45
N 2.2138 0.1886 -0.0672 -0.73 -0.53 1.65 0.45
N -1.0967 -1.1145 -0.5180 -0.48 1.78 2.38 -0.36
N 2.8687 0.7291 -1.1388 0.29 0.61 -1.47 -0.61
N -1.8741 -1.7974 -1.4660 -0.84 -0.37 -1.95 -0.35
O 1.2766 -2.0081 -0.1800 0.19 -0.86 0.28 -0.16
O -1.0776 1.3013 -0.1424 0.29 2.35 -0.34 -0.46
O -3.2470 0.2123 -0.1673 -1.76 -0.04 0.19 -0.53
S -1.9224 0.0396 0.2514 2.38 -0.44 -1.61 1.00
H 1.2850 0.7955 1.8424 -0.74 -1.48 0.63 0.40
H 2.7990 1.4884 1.5001 0.74 0.35 -0.16 0.40
H 1.2091 1.9627 0.5329 2.10 -1.63 1.26 0.32
H -2.2447 0.6061 2.4384 1.61 -1.32 -1.75 0.32
H -1.1906 -0.7637 2.3344 -0.33 -0.28 -0.71 0.30
H -1.2960 2.2667 0.1454 -0.15 -2.47 -0.40 0.40
H 3.4055 0.1580 -1.8004 -0.24 0.17 0.99 0.26
H 3.0458 1.7255 -1.0582 -0.05 -0.46 0.02 0.27
H -2.5194 -1.1409 -2.0356 0.89 -1.36 0.83 0.41
H -1.1674 -2.2405 -2.1116 -0.91 0.69 0.41 0.35
H -2.4136 -2.6174 -1.1035 0.07 0.81 -0.01 0.36
```
Forces are in eV/Å.

Net charge: +2
Lowest unoccupied orbital energy: -0.2841 Ha
Relative energy (zero: lowest compared OMol25 entry of this formula, charge and spin): 10.70 kcal/mol
Spin multiplicity: 1



(3)
Here is C3H3O3Tl as an isolated structure at a distorted geometry from the Open Molecules 2025 dataset. Energies are from ωB97M-V with the def2-TZVPD basis set.

```
10
Properties=species:S:1:pos:R:3:forces:R:3:lowdin_spin:R:1
O -0.3273 0.4296 0.8658 -0.67 -2.10 -1.47 0.19
C 0.0707 -0.7397 -0.1561 2.03 5.12 1.97 0.01
O -0.4167 -0.5037 -1.2277 0.11 -3.10 -0.05 0.02
Tl -1.7280 1.1967 -1.7681 -1.22 1.55 -0.49 0.00
O 1.1719 -1.2475 0.2150 -0.27 0.49 1.86 0.02
C 0.5996 0.5567 1.8251 0.46 -0.32 -0.42 0.59
H 0.7266 1.5277 2.3047 -0.01 -0.28 -0.31 0.04
H 2.6667 -0.0676 1.4617 -0.21 -0.36 -0.04 0.02
C 1.6577 -0.4553 1.6511 -0.44 -1.04 -0.60 0.10
H 1.6210 -1.2880 2.3641 0.21 0.04 -0.44 0.02
```
Forces are in eV/Å.

Net charge: +1
Lowest unoccupied orbital energy (alpha / beta): -0.1646 / -0.1659 Ha
Expectation value of S²: 0.75
Relative energy (zero: lowest compared OMol25 entry of this formula, charge and spin): 46.56 kcal/mol
Spin multiplicity: 2



(4)
Here is a 13-piece molecular cluster, C19H64N6O13 overall at a distorted geometry from the Open Molecules 2025 dataset. Energies are from ωB97M-V with the def2-TZVPD basis set.

```
102
Properties=species:S:1:pos:R:3:forces:R:3:mulliken_charge:R:1
C 1.6845 1.5508 2.5633 -2.42 0.25 1.54 0.88
C 3.1245 1.7828 2.4133 0.63 -0.51 0.86 -1.13
O 3.5375 0.8588 1.4123 3.23 0.11 -0.88 -0.68
H 1.1965 2.1238 3.4323 0.87 -0.39 -1.42 0.49
H 1.5085 0.5128 2.8643 0.06 -0.06 -0.25 -0.28
H 1.1265 1.7298 1.6313 0.13 0.13 0.45 -0.76
H 3.6415 1.5568 3.3263 0.28 -0.26 0.70 0.57
H 3.3655 2.7958 2.1973 0.20 0.85 -0.67 0.48
H 4.5455 0.9608 1.2053 -2.65 -0.13 0.49 0.24
C -1.5455 3.5218 -2.7167 0.21 -1.97 -0.83 -1.65
C -0.2535 2.8958 -2.2127 -0.05 1.09 -1.49 1.13
O 0.1655 3.4178 -0.9867 -0.17 0.31 0.36 -0.45
H -2.3665 3.2378 -2.0837 -0.47 -0.16 0.09 0.19
H -1.7385 3.1748 -3.7647 -0.03 0.17 0.91 0.35
H -1.4985 4.5588 -2.7297 0.29 2.05 -0.03 0.51
H 0.5325 3.1058 -2.9367 0.20 -0.12 -0.04 0.44
H -0.3875 1.8418 -2.1647 0.09 -1.10 0.09 -0.87
H -0.4825 3.0568 -0.3607 -0.02 0.02 0.55 0.13
C -0.8855 0.1578 4.6663 1.45 -0.54 0.15 -1.28
C -0.8165 -1.1172 3.8583 1.79 -1.55 0.23 1.58
O 0.0015 -2.1352 4.5103 -0.56 0.86 0.62 -0.69
H 0.1165 0.5628 4.9213 -0.30 -0.40 -0.61 0.28
H -1.2995 0.0278 5.6363 -0.95 -0.26 0.71 0.45
H -1.4005 0.8918 4.0963 -0.65 0.78 -0.34 0.17
H -0.2675 -0.9512 2.9353 -0.45 0.42 -0.40 -0.98
H -1.7615 -1.6202 3.6343 -0.29 0.71 0.06 0.25
H 0.2395 -2.7682 3.8253 0.15 -0.20 -0.38 0.32
C -1.3515 -4.1172 -2.9207 -0.10 -0.77 1.70 -1.26
C -0.8875 -2.6762 -3.1477 -1.36 -1.42 0.96 1.42
O -1.5195 -2.3532 -4.3517 0.41 1.47 -1.03 -0.55
H -0.9875 -4.5462 -1.9777 -0.04 0.16 0.01 0.29
H -0.9455 -4.7672 -3.6627 0.52 -0.35 -0.81 0.43
H -2.4525 -4.3352 -2.9697 0.83 0.97 0.08 0.30
H 0.1985 -2.5622 -3.1127 0.02 -0.20 -0.39 -0.11
H -1.2565 -2.0132 -2.3627 -0.16 0.11 -0.19 -0.89
H -0.9245 -2.6642 -5.0347 -0.17 0.00 -0.45 0.37
C -2.9615 0.5248 -1.7987 -0.35 -0.15 0.07 0.87
C -4.2845 0.7608 -2.5627 1.87 -1.36 -0.40 -0.87
O -4.3855 2.1028 -2.8697 -1.19 1.66 -0.17 -0.47
H -2.0815 0.5828 -2.4397 -0.18 -0.40 -0.24 0.21
H -3.0125 -0.4332 -1.2577 0.19 0.10 -0.42 -0.32
H -2.7615 1.2708 -1.0397 -0.45 0.32 0.22 -0.23
H -5.0965 0.3828 -1.9707 -0.65 -0.08 0.32 0.38
H -4.2065 0.1818 -3.5057 -0.31 -0.05 0.43 0.29
H -5.3175 2.3418 -3.0437 0.81 -0.25 0.06 0.29
C -1.5625 4.6378 1.2893 -0.41 -0.17 -0.02 -1.35
C -1.7995 3.1948 1.7993 1.27 0.90 0.60 -0.14
O -1.4425 2.2898 0.7813 0.87 1.36 -0.84 0.14
H -1.8475 5.4008 2.0193 -0.60 -0.33 0.03 0.48
H -2.1535 4.7288 0.3663 0.31 0.44 0.21 0.23
H -0.5145 4.9388 1.1143 -0.28 -0.87 -0.26 0.21
H -2.8035 2.9878 2.1103 -0.83 0.33 0.09 0.46
H -1.1685 3.0758 2.6893 0.04 -0.36 -0.05 0.20
H -1.7655 1.4078 0.8593 -0.52 -1.39 0.72 -0.47
C -1.2055 -3.2942 1.2313 9.10 -1.09 3.76 -0.02
O 0.1215 -3.4542 1.7203 -7.01 0.69 -2.14 -0.48
N -2.2685 -3.5962 1.8493 -4.89 -2.92 4.51 -0.07
N -1.4095 -2.5822 0.2053 -0.31 3.40 -6.58 0.58
H -2.1345 -3.9482 2.8123 -0.37 -0.01 -1.06 0.31
H -3.2605 -3.5222 1.4913 2.08 -0.06 0.54 0.25
H -0.5485 -2.1342 -0.1717 -0.72 -0.71 -0.47 -0.93
H -2.3175 -2.5172 -0.3517 1.94 -0.47 1.09 0.38
C 3.2445 -2.8642 2.1493 -3.20 -6.84 -1.72 0.48
O 2.8105 -4.1452 2.2003 2.04 5.49 0.00 -0.71
N 2.8515 -1.9682 1.2713 -1.59 2.51 -2.05 -0.02
N 4.1945 -2.4032 2.9033 3.37 0.88 3.14 -0.34
H 2.1995 -2.0762 0.4873 0.28 -0.76 0.93 -0.17
H 2.9855 -0.9682 1.4843 0.24 -0.93 -0.16 0.08
H 4.6165 -3.0402 3.5573 -0.16 -0.09 0.01 0.29
H 4.7855 -1.6022 2.6633 -0.82 -0.62 -0.07 0.15
C 3.4855 3.2578 -1.2277 5.99 -2.77 -0.09 0.45
O 4.6965 2.6978 -1.5247 -5.28 1.89 1.31 -0.76
N 3.0525 4.2448 -1.9437 -0.18 2.08 -2.76 -0.24
N 2.7415 2.9408 -0.1967 -1.25 -1.83 1.80 0.09
H 3.5555 4.3068 -2.7917 0.48 0.58 -0.80 0.25
H 2.2705 4.8528 -1.8307 -0.48 -0.25 0.54 0.22
H 3.0375 2.0438 0.2333 -0.45 0.92 -0.38 0.05
H 1.7095 3.1538 -0.2337 1.43 -0.24 -0.23 0.23
C 1.9175 -4.4212 -1.1447 0.89 2.27 2.03 -0.43
O 1.8325 -5.4642 -0.2437 -0.70 -2.04 -1.02 -0.62
H 2.8525 -3.9042 -0.8947 0.32 0.31 -0.45 0.36
H 1.1725 -3.6362 -0.9007 -0.15 -0.52 -0.73 -0.16
H 1.9975 -4.6652 -2.1847 -0.49 -0.73 -0.46 0.44
H 1.7805 -5.1282 0.6483 0.21 0.67 0.72 0.33
C 0.4925 -0.0952 -0.2517 -0.80 0.41 1.93 0.75
O 0.9205 -1.2812 -0.8087 0.03 -1.06 1.30 0.38
H 1.1035 0.7508 -0.4647 0.79 0.56 -0.14 0.99
H 0.4045 -0.2512 0.8183 0.28 0.17 0.29 -1.07
H -0.4975 0.1418 -0.5547 -1.13 0.33 -0.60 -0.23
H 1.1105 -1.0032 -1.6697 0.88 -0.05 -3.00 -0.27
C 2.6035 0.8098 -3.1907 0.59 -0.94 -0.17 -0.33
O 1.5955 -0.1392 -3.3377 -1.72 -1.73 0.23 -0.49
H 2.4465 1.3338 -2.2737 0.39 -0.15 0.74 -0.28
H 2.4815 1.4938 -3.9467 -0.14 2.11 -1.86 0.46
H 3.5595 0.3468 -3.3747 0.66 0.09 0.82 0.40
H 1.7205 -0.7122 -4.1097 0.15 0.49 0.34 0.22
C -3.5265 -0.4422 1.7663 -1.74 -0.83 0.48 -1.23
O -2.2205 -0.3592 1.4113 1.92 -0.27 -0.19 0.42
H -3.9045 0.4178 2.2983 0.04 0.29 0.13 0.32
H -3.7505 -1.3602 2.3133 0.10 0.13 0.80 0.37
H -4.0595 -0.6112 0.8693 -1.51 0.39 -1.18 0.33
H -2.0365 -1.2782 1.0683 0.77 1.49 0.20 -0.36
```
Forces are in eV/Å.

Lowest unoccupied orbital energy: -0.0026 Ha
Relative energy (zero: lowest compared OMol25 entry of this formula, charge and spin): 16.80 kcal/mol
Spin multiplicity: 1